Model i:
{
  "formula": "C44H121N11O11",
  "method": "the ωB97M-V functional and the def2-TZVPD basis",
  "smiles": "COC[C@H](C)N.COC[C@H](C)N.COC[C@H](C)N.COC[C@H](C)N.COC[C@H](C)N.COC[C@H](C)N.COC[C@H](C)N.COC[C@H](C)N.COC[C@H](C)N.COC[C@H](C)N.COC[C@H](C)N",
  "gap_ev": 9.0,
  "elements": ["C", "O", "C", "C", "C", "N", "H", "H", "H", "H", "H", "H", "H", "H", "H", "H", "H", "C", "O", "C", "C", "C", "N", "H", "H", "H", "H", "H", "H", "H", "H", "H", "H", "H", "C", "O", "C", "C", "C", "N", "H", "H", "H", "H", "H", "H", "H", "H", "H", "H", "H", "C", "O", "C", "C", "C", "N", "H", "H", "H", "H", "H", "H", "H", "H", "H", "H", "H", "C", "O", "C", "C", "C", "N", "H", "H", "H", "H", "H", "H", "H", "H", "H", "H", "H", "C", "O", "C", "C", "C", "N", "H", "H", "H", "H", "H", "H", "H", "H", "H", "H", "H", "C", "O", "C", "C", "C", "N", "H", "H", "H", "H", "H", "H", "H", "H", "H", "H", "H", "C", "O", "C", "C", "C", "N", "H", "H", "H", "H", "H", "H", "H", "H", "H", "H", "H", "C", "O", "C", "C", "C", "N", "H", "H", "H", "H", "H", "H", "H", "H", "H", "H", "H", "C", "O", "C", "C", "C", "N", "H", "H", "H", "H", "H", "H", "H", "H", "H", "H", "H", "C", "O", "C", "C", "C", "N", "H", "H", "H", "H", "H", "H", "H", "H", "H", "H", "H"],
  "positions_angstrom": [[3.310, -3.968, -4.574], [3.942, -4.496, -3.411], [3.101, -4.705, -2.258], [1.954, -5.724, -2.427], [1.328, -6.130, -1.078], [2.517, -6.892, -3.111], [3.994, -3.319, -5.121], [2.423, -3.412, -4.271], [2.865, -4.740, -5.201], [3.841, -4.973, -1.503], [2.761, -3.733, -1.902], [1.118, -5.261, -2.953], [0.462, -6.770, -1.250], [1.029, -5.212, -0.571], [1.990, -6.629, -0.370], [2.871, -7.563, -2.444], [3.351, -6.533, -3.553], [-1.328, 1.253, -0.100], [-0.026, 0.925, -0.533], [0.186, -0.488, -0.771], [-0.110, -1.456, 0.378], [0.935, -1.308, 1.494], [-0.013, -2.846, -0.115], [-2.084, 0.623, -0.570], [-1.632, 2.276, -0.324], [-1.365, 1.198, 0.988], [-0.492, -0.722, -1.591], [1.198, -0.636, -1.149], [-1.093, -1.355, 0.838], [1.879, -1.127, 0.980], [1.117, -2.220, 2.063], [0.573, -0.493, 2.122], [-0.469, -2.977, -1.007], [-0.504, -3.459, 0.521], [-1.654, 4.765, -4.255], [-2.590, 3.720, -4.370], [-2.049, 2.534, -4.936], [-3.097, 1.409, -4.811], [-3.688, 1.306, -3.433], [-2.551, 0.155, -5.241], [-2.138, 5.652, -3.847], [-1.280, 4.925, -5.267], [-0.734, 4.569, -3.704], [-1.661, 2.630, -5.950], [-1.136, 2.220, -4.430], [-3.953, 1.731, -5.404], [-4.395, 0.476, -3.448], [-4.139, 2.239, -3.094], [-2.882, 1.349, -2.702], [-2.101, 0.234, -6.142], [-3.287, -0.537, -5.275], [2.682, 3.848, -5.365], [2.382, 2.592, -5.890], [1.917, 1.581, -4.980], [1.221, 0.336, -5.536], [0.511, -0.683, -4.594], [2.056, -0.436, -6.475], [1.845, 4.199, -4.762], [2.946, 4.630, -6.077], [3.510, 3.639, -4.688], [2.702, 1.293, -4.281], [1.322, 2.107, -4.235], [0.424, 0.613, -6.226], [0.063, -1.570, -5.043], [-0.368, -0.272, -4.099], [1.213, -1.077, -3.859], [2.414, 0.228, -7.146], [1.441, -1.145, -6.850], [-0.741, 5.605, -1.017], [-1.033, 6.571, -2.010], [-1.368, 7.893, -1.574], [-2.819, 8.053, -1.073], [-3.928, 7.794, -2.057], [-2.908, 9.437, -0.712], [-1.552, 5.564, -0.290], [0.209, 5.875, -0.556], [-0.649, 4.617, -1.469], [-0.648, 8.307, -0.868], [-1.189, 8.558, -2.419], [-2.941, 7.450, -0.174], [-4.095, 6.750, -2.325], [-3.819, 8.334, -2.998], [-4.819, 8.135, -1.530], [-3.489, 9.611, 0.096], [-1.982, 9.566, -0.332], [-3.813, -3.457, -1.562], [-3.077, -3.486, -0.332], [-3.573, -4.340, 0.739], [-5.055, -4.227, 1.117], [-5.331, -2.817, 1.574], [-5.490, -5.121, 2.178], [-3.120, -2.968, -2.247], [-4.669, -2.804, -1.389], [-4.079, -4.419, -2.000], [-3.370, -5.385, 0.506], [-2.837, -4.181, 1.527], [-5.698, -4.538, 0.294], [-4.905, -2.593, 2.551], [-6.393, -2.599, 1.686], [-5.013, -2.022, 0.900], [-6.462, -5.395, 2.180], [-4.977, -5.981, 2.301], [1.174, -5.065, 2.958], [1.913, -6.292, 2.988], [1.271, -7.519, 3.014], [2.117, -8.775, 2.902], [3.059, -9.006, 4.166], [2.801, -8.714, 1.616], [1.752, -4.306, 2.431], [0.830, -4.555, 3.857], [0.256, -5.184, 2.384], [0.673, -7.413, 3.919], [0.664, -7.570, 2.110], [1.411, -9.603, 2.973], [3.744, -9.852, 4.108], [2.427, -9.133, 5.045], [3.587, -8.054, 4.231], [3.131, -7.768, 1.487], [2.184, -8.867, 0.831], [2.599, 2.332, 1.749], [2.590, 2.769, 3.096], [3.131, 1.896, 4.133], [4.626, 2.302, 4.427], [5.750, 1.896, 3.576], [5.003, 2.092, 5.795], [2.485, 3.175, 1.067], [1.610, 1.880, 1.675], [3.426, 1.762, 1.324], [2.530, 2.022, 5.033], [3.159, 0.872, 3.760], [4.698, 3.386, 4.336], [6.584, 2.592, 3.671], [5.529, 1.731, 2.522], [6.203, 0.978, 3.951], [5.911, 2.531, 5.852], [4.440, 2.706, 6.367], [-5.824, 1.398, -0.401], [-5.552, 2.787, -0.457], [-5.010, 3.354, 0.807], [-5.443, 4.857, 0.836], [-4.610, 5.674, 1.819], [-6.839, 5.150, 1.156], [-6.775, 1.220, 0.101], [-5.098, 0.974, 0.292], [-5.822, 0.889, -1.365], [-5.353, 2.725, 1.628], [-3.925, 3.261, 0.854], [-5.066, 5.234, -0.115], [-4.512, 5.037, 2.699], [-4.973, 6.642, 2.163], [-3.618, 5.722, 1.371], [-7.048, 5.156, 2.144], [-7.427, 4.409, 0.802], [4.095, -3.949, 1.223], [5.453, -4.276, 1.101], [5.901, -5.000, 2.194], [6.832, -6.011, 1.543], [7.043, -7.239, 2.514], [8.142, -5.457, 1.339], [3.424, -4.808, 1.245], [3.725, -3.473, 0.315], [3.825, -3.230, 1.997], [6.419, -4.356, 2.906], [5.135, -5.577, 2.712], [6.485, -6.442, 0.604], [7.745, -8.005, 2.184], [6.060, -7.705, 2.586], [7.370, -6.974, 3.519], [8.691, -6.010, 0.697], [8.193, -4.524, 0.956], [-1.050, 3.816, 2.289], [-1.856, 4.732, 2.950], [-1.187, 5.400, 4.071], [-1.958, 6.702, 4.429], [-1.581, 7.698, 3.328], [-1.404, 7.294, 5.608], [-0.376, 3.126, 2.798], [-0.424, 4.245, 1.507], [-1.803, 3.182, 1.821], [-1.271, 4.635, 4.842], [-0.122, 5.596, 3.948], [-3.040, 6.577, 4.453], [-2.301, 8.511, 3.227], [-1.597, 7.421, 2.274], [-0.500, 7.834, 3.294], [-2.034, 7.894, 6.122], [-1.347, 6.468, 6.187]]
}

=====

Model ii:
{
  "formula": "C44H121N11O11",
  "method": "the ωB97M-V functional and the def2-TZVPD basis",
  "gap_ev": 7.2,
  "elements": ["C", "C", "C", "O", "C", "N", "H", "H", "H", "H", "H", "H", "H", "H", "H", "H", "H", "C", "C", "C", "O", "C", "N", "H", "H", "H", "H", "H", "H", "H", "H", "H", "H", "H", "C", "C", "C", "O", "C", "N", "H", "H", "H", "H", "H", "H", "H", "H", "H", "H", "H", "C", "C", "C", "O", "C", "N", "H", "H", "H", "H", "H", "H", "H", "H", "H", "H", "H", "C", "C", "C", "O", "C", "N", "H", "H", "H", "H", "H", "H", "H", "H", "H", "H", "H", "C", "C", "C", "O", "C", "N", "H", "H", "H", "H", "H", "H", "H", "H", "H", "H", "H", "C", "C", "C", "O", "C", "N", "H", "H", "H", "H", "H", "H", "H", "H", "H", "H", "H", "C", "C", "C", "O", "C", "N", "H", "H", "H", "H", "H", "H", "H", "H", "H", "H", "H", "C", "C", "C", "O", "C", "N", "H", "H", "H", "H", "H", "H", "H", "H", "H", "H", "H", "C", "C", "C", "O", "C", "N", "H", "H", "H", "H", "H", "H", "H", "H", "H", "H", "H", "C", "C", "C", "O", "C", "N", "H", "H", "H", "H", "H", "H", "H", "H", "H", "H", "H"],
  "positions_angstrom": [[-5.331, -3.531, -2.374], [-3.810, -3.257, -2.627], [-3.168, -2.815, -1.280], [-3.767, -1.594, -0.831], [-3.567, -0.419, -1.543], [-3.240, -4.459, -3.208], [-5.760, -2.540, -2.224], [-5.560, -4.207, -1.550], [-5.675, -3.974, -3.309], [-3.745, -2.471, -3.380], [-2.108, -2.563, -1.275], [-3.294, -3.624, -0.560], [-2.484, -0.317, -1.475], [-4.070, 0.348, -0.954], [-3.999, -0.318, -2.539], [-2.244, -4.289, -3.231], [-3.528, -4.764, -4.127], [-1.619, 0.448, 6.617], [-2.256, -0.622, 5.748], [-1.222, -1.043, 4.577], [-0.968, -0.068, 3.582], [0.125, -0.454, 2.766], [-2.617, -1.762, 6.567], [-0.759, 0.061, 7.163], [-2.282, 0.770, 7.420], [-1.335, 1.297, 5.994], [-3.176, -0.152, 5.402], [-1.616, -1.908, 4.043], [-0.302, -1.317, 5.094], [0.982, -0.399, 3.437], [0.291, 0.184, 1.899], [0.084, -1.478, 2.394], [-2.952, -1.448, 7.467], [-1.859, -2.422, 6.674], [8.234, 0.399, -1.811], [7.276, 0.566, -0.678], [5.905, 0.101, -0.905], [5.096, 0.500, 0.207], [3.745, -0.069, 0.124], [7.720, -0.118, 0.507], [8.097, 1.112, -2.625], [8.091, -0.564, -2.300], [9.260, 0.600, -1.501], [7.239, 1.636, -0.472], [5.857, -0.972, -1.093], [5.387, 0.369, -1.826], [3.837, -1.150, 0.229], [3.169, 0.138, -0.778], [3.157, 0.286, 0.971], [7.775, -1.117, 0.370], [6.869, 0.043, 1.026], [3.032, 1.899, 4.446], [2.620, 0.462, 4.354], [2.624, -0.066, 2.928], [1.941, -1.341, 2.842], [1.956, -1.943, 1.565], [3.646, -0.273, 5.064], [2.701, 2.273, 5.415], [2.558, 2.467, 3.646], [4.088, 2.061, 4.232], [1.570, 0.340, 4.621], [3.667, -0.105, 2.615], [2.169, 0.585, 2.181], [1.563, -2.959, 1.606], [2.997, -1.948, 1.242], [1.340, -1.454, 0.810], [3.407, -1.253, 5.102], [3.555, 0.074, 6.008], [4.453, 0.705, -5.855], [5.422, 0.617, -4.631], [5.147, -0.514, -3.696], [3.841, -0.360, -3.042], [3.577, -1.520, -2.246], [6.760, 0.548, -5.193], [4.595, 1.604, -6.454], [3.445, 0.802, -5.451], [4.521, -0.154, -6.521], [5.376, 1.596, -4.155], [5.821, -0.453, -2.842], [5.333, -1.493, -4.137], [2.549, -1.395, -1.906], [4.124, -1.455, -1.306], [3.639, -2.437, -2.833], [7.356, 0.790, -4.415], [6.883, 1.274, -5.884], [-2.365, -1.257, -4.196], [-0.849, -1.656, -4.273], [-0.605, -3.189, -4.177], [-1.103, -3.678, -2.907], [-0.465, -3.112, -1.766], [-0.483, -1.204, -5.534], [-2.730, -1.447, -3.186], [-2.921, -1.909, -4.870], [-2.549, -0.226, -4.497], [-0.246, -1.194, -3.491], [0.473, -3.349, -4.205], [-0.953, -3.762, -5.037], [-0.826, -2.086, -1.683], [0.623, -3.087, -1.812], [-0.846, -3.596, -0.867], [-1.102, -1.579, -6.239], [0.430, -1.588, -5.730], [-1.839, 1.136, -1.660], [-1.334, 2.561, -1.315], [-2.334, 3.753, -1.289], [-1.669, 4.986, -1.333], [-2.536, 6.080, -1.381], [-0.611, 2.531, -0.031], [-2.564, 0.782, -0.927], [-0.991, 0.459, -1.765], [-2.307, 1.058, -2.642], [-0.725, 2.729, -2.203], [-2.977, 3.576, -0.428], [-3.043, 3.716, -2.117], [-2.079, 7.040, -1.141], [-3.328, 5.979, -0.639], [-3.056, 6.205, -2.331], [-0.287, 3.413, 0.338], [-1.314, 2.157, 0.591], [3.464, 2.044, 0.555], [2.211, 2.773, 1.033], [1.748, 3.951, 0.038], [0.909, 4.807, 0.915], [0.222, 5.791, 0.146], [1.192, 1.842, 1.290], [3.353, 1.384, -0.305], [3.887, 1.439, 1.357], [4.252, 2.760, 0.320], [2.525, 3.182, 1.993], [1.097, 3.553, -0.740], [2.551, 4.548, -0.393], [-0.479, 6.329, 0.784], [-0.378, 5.267, -0.598], [0.869, 6.564, -0.268], [1.218, 1.200, 0.511], [0.313, 2.316, 1.139], [-2.920, -1.181, 2.989], [-3.460, -2.560, 2.607], [-4.233, -2.600, 1.266], [-5.514, -1.913, 1.439], [-6.359, -2.152, 0.356], [-2.299, -3.435, 2.445], [-2.369, -1.148, 3.929], [-3.774, -0.513, 3.094], [-2.218, -0.772, 2.262], [-4.139, -2.774, 3.432], [-4.492, -3.620, 0.981], [-3.601, -2.274, 0.439], [-6.133, -1.400, -0.400], [-7.344, -1.748, 0.592], [-6.322, -3.129, -0.125], [-2.604, -4.262, 1.952], [-1.942, -3.833, 3.303], [-4.349, 0.723, 0.258], [-4.296, 1.298, 1.693], [-3.193, 2.463, 1.778], [-1.909, 2.124, 1.355], [-1.344, 1.002, 1.934], [-5.639, 1.713, 1.952], [-4.545, -0.341, 0.386], [-3.409, 0.764, -0.292], [-5.121, 1.242, -0.311], [-4.178, 0.587, 2.511], [-3.295, 2.882, 2.778], [-3.605, 3.362, 1.319], [-0.277, 1.151, 1.771], [-1.725, 0.159, 1.358], [-1.592, 0.946, 2.995], [-5.645, 2.417, 2.676], [-6.263, 0.970, 2.233], [1.852, -0.485, -1.279], [0.521, 0.234, -1.075], [-0.400, -0.310, 0.050], [-0.819, -1.588, -0.427], [-1.487, -2.268, 0.624], [0.892, 1.653, -1.036], [2.364, -0.488, -0.317], [2.463, 0.007, -2.036], [1.682, -1.493, -1.658], [-0.018, 0.103, -2.013], [-1.262, 0.325, 0.256], [0.141, -0.433, 0.989], [-1.836, -3.206, 0.192], [-2.321, -1.703, 1.039], [-0.791, -2.478, 1.436], [1.397, 2.078, -1.800], [0.126, 2.285, -0.848]]
}

=====

Model iii:
{
  "formula": "C44H121N11O11",
  "method": "the ωB97M-V functional and the def2-TZVPD basis",
  "smiles": "COC[C@H](C)N.COC[C@H](C)N.COC[C@H](C)N.COC[C@H](C)N.COC[C@H](C)N.COC[C@H](C)N.COC[C@H](C)N.COC[C@H](C)N.COC[C@H](C)N.COC[C@H](C)N.COC[C@H](C)N",
  "gap_ev": 9.5,
  "elements": ["C", "O", "C", "C", "C", "N", "H", "H", "H", "H", "H", "H", "H", "H", "H", "H", "H", "C", "O", "C", "C", "C", "N", "H", "H", "H", "H", "H", "H", "H", "H", "H", "H", "H", "C", "O", "C", "C", "C", "N", "H", "H", "H", "H", "H", "H", "H", "H", "H", "H", "H", "C", "O", "C", "C", "C", "N", "H", "H", "H", "H", "H", "H", "H", "H", "H", "H", "H", "C", "O", "C", "C", "C", "N", "H", "H", "H", "H", "H", "H", "H", "H", "H", "H", "H", "C", "O", "C", "C", "C", "N", "H", "H", "H", "H", "H", "H", "H", "H", "H", "H", "H", "C", "O", "C", "C", "C", "N", "H", "H", "H", "H", "H", "H", "H", "H", "H", "H", "H", "C", "O", "C", "C", "C", "N", "H", "H", "H", "H", "H", "H", "H", "H", "H", "H", "H", "C", "O", "C", "C", "C", "N", "H", "H", "H", "H", "H", "H", "H", "H", "H", "H", "H", "C", "O", "C", "C", "C", "N", "H", "H", "H", "H", "H", "H", "H", "H", "H", "H", "H", "C", "O", "C", "C", "C", "N", "H", "H", "H", "H", "H", "H", "H", "H", "H", "H", "H"],
  "positions_angstrom": [[10.891, 3.125, -5.369], [12.086, 2.998, -6.052], [12.869, 4.202, -6.038], [13.669, 4.420, -4.750], [14.297, 5.854, -4.680], [14.810, 3.524, -4.685], [11.036, 3.357, -4.314], [10.448, 2.134, -5.473], [10.153, 3.790, -5.816], [13.512, 4.233, -6.917], [12.317, 5.105, -6.299], [13.092, 4.343, -3.828], [14.748, 6.044, -3.706], [13.638, 6.701, -4.870], [15.086, 6.042, -5.408], [15.490, 4.070, -5.194], [14.665, 2.622, -5.115], [13.927, -12.716, -5.182], [15.202, -12.964, -4.635], [15.935, -13.500, -5.711], [17.153, -14.309, -5.193], [18.148, -13.354, -4.497], [17.821, -15.021, -6.343], [13.948, -11.797, -5.769], [13.237, -12.588, -4.348], [13.538, -13.612, -5.665], [15.270, -14.077, -6.353], [16.276, -12.726, -6.398], [16.748, -14.992, -4.446], [18.625, -12.747, -5.266], [18.916, -13.810, -3.872], [17.633, -12.762, -3.740], [17.193, -15.648, -6.824], [18.640, -15.437, -5.924], [22.441, -8.064, -9.996], [23.184, -8.460, -11.132], [23.830, -7.451, -11.859], [24.878, -8.039, -12.901], [25.832, -9.109, -12.326], [25.808, -7.056, -13.369], [22.008, -8.963, -9.559], [21.733, -7.284, -10.276], [23.081, -7.579, -9.258], [23.012, -6.829, -12.220], [24.414, -6.832, -11.178], [24.270, -8.610, -13.602], [25.311, -10.004, -11.984], [26.352, -8.716, -11.453], [26.634, -9.465, -12.973], [25.289, -6.227, -13.619], [26.366, -6.668, -12.623], [23.130, 6.460, -0.442], [21.930, 5.682, -0.511], [21.666, 4.791, 0.558], [20.766, 3.496, 0.017], [21.347, 2.782, -1.210], [19.434, 3.991, -0.177], [23.017, 7.163, -1.267], [23.964, 5.819, -0.730], [23.345, 6.879, 0.541], [22.626, 4.416, 0.912], [21.167, 5.376, 1.331], [20.768, 2.832, 0.882], [22.360, 2.409, -1.055], [21.366, 3.475, -2.051], [20.792, 1.953, -1.649], [19.644, 4.764, -0.791], [18.853, 3.379, -0.732], [16.132, -5.668, 1.043], [16.024, -4.264, 1.216], [14.986, -3.589, 0.467], [14.867, -2.004, 0.630], [14.602, -1.468, 2.000], [13.796, -1.687, -0.256], [15.269, -6.244, 1.377], [17.044, -5.930, 1.579], [16.253, -5.775, -0.034], [15.137, -3.874, -0.574], [14.020, -4.007, 0.750], [15.721, -1.499, 0.179], [13.764, -2.024, 2.420], [14.457, -0.392, 2.095], [15.391, -1.763, 2.692], [14.143, -0.802, -0.597], [13.686, -2.378, -0.985], [16.574, -3.163, -6.280], [15.231, -2.939, -5.913], [14.391, -4.073, -6.246], [12.870, -3.718, -6.135], [12.106, -4.910, -6.643], [12.573, -2.608, -6.944], [16.689, -3.481, -7.316], [17.172, -3.881, -5.719], [17.146, -2.236, -6.295], [14.637, -4.281, -7.288], [14.731, -4.879, -5.596], [12.591, -3.493, -5.106], [12.164, -5.767, -5.972], [12.439, -5.138, -7.655], [11.042, -4.712, -6.778], [11.620, -2.292, -6.826], [13.090, -1.842, -6.535], [17.014, -1.153, -13.322], [16.158, -1.434, -12.199], [15.399, -0.354, -11.730], [14.270, -0.204, -12.762], [13.580, 1.017, -12.350], [13.305, -1.346, -12.598], [17.776, -1.931, -13.358], [17.525, -0.191, -13.270], [16.424, -0.993, -14.224], [15.003, -0.685, -10.770], [16.078, 0.480, -11.555], [14.690, -0.109, -13.763], [14.326, 1.804, -12.243], [13.204, 0.906, -11.332], [12.809, 1.414, -13.010], [13.963, -2.079, -12.373], [12.798, -1.183, -11.740], [7.634, 2.100, -12.032], [7.632, 2.751, -13.278], [7.185, 1.967, -14.363], [7.524, 2.495, -15.745], [6.639, 1.929, -16.870], [8.887, 2.260, -16.130], [8.266, 1.212, -12.019], [6.596, 1.839, -11.825], [7.897, 2.794, -11.234], [7.492, 0.921, -14.381], [6.105, 1.823, -14.364], [7.212, 3.539, -15.772], [6.883, 0.878, -17.021], [6.795, 2.414, -17.833], [5.592, 2.015, -16.578], [9.273, 2.224, -15.198], [8.906, 1.299, -16.439], [25.374, -1.679, -7.077], [26.741, -1.356, -6.864], [27.546, -2.343, -7.390], [28.991, -2.013, -7.234], [29.983, -2.662, -8.160], [29.478, -2.170, -5.810], [24.947, -1.057, -6.290], [25.178, -2.746, -6.971], [25.064, -1.331, -8.063], [27.196, -3.355, -7.183], [27.383, -2.184, -8.456], [29.132, -0.989, -7.582], [30.962, -2.189, -8.090], [29.657, -2.808, -9.190], [30.145, -3.693, -7.843], [28.731, -1.939, -5.170], [29.773, -3.136, -5.825], [12.965, -9.302, -11.541], [11.828, -9.990, -11.053], [10.981, -10.551, -12.071], [9.901, -11.512, -11.408], [10.517, -12.770, -11.019], [8.753, -11.841, -12.242], [12.705, -8.249, -11.648], [13.444, -9.789, -12.390], [13.742, -9.397, -10.783], [10.532, -9.681, -12.549], [11.532, -11.088, -12.843], [9.548, -11.022, -10.500], [11.391, -12.582, -10.396], [10.832, -13.334, -11.897], [9.864, -13.450, -10.472], [8.105, -11.067, -12.209], [8.251, -12.429, -11.593], [5.039, -8.118, -10.002], [4.621, -9.077, -9.020], [3.137, -9.347, -9.067], [2.935, -10.580, -8.178], [3.975, -11.684, -8.211], [1.515, -11.132, -8.401], [5.142, -8.769, -10.870], [6.067, -7.840, -9.770], [4.395, -7.261, -10.201], [2.605, -8.418, -8.856], [2.762, -9.580, -10.063], [3.071, -10.213, -7.161], [4.171, -12.209, -9.146], [3.709, -12.320, -7.367], [4.903, -11.205, -7.900], [0.828, -10.426, -8.622], [1.696, -11.781, -9.154]]
}

=====

Least stable: model ii